Entry 1:
C34H80F6N4O10PS2 | ωB97M-V/def2-TZVPD

Atoms and positions in Å:
C -9.099 7.589 -2.398
C -7.826 6.702 -2.265
O -7.255 6.189 -3.239
N -7.309 6.613 -0.811
H -6.830 7.482 -0.622
H -8.051 6.602 -0.126
C -6.248 5.509 -0.533
H -9.904 7.399 -1.688
H -9.483 7.494 -3.413
H -8.795 8.620 -2.216
H -5.567 5.666 0.303
H -5.478 5.429 -1.300
H -6.686 4.515 -0.439
C 0.105 1.113 9.125
C -1.277 1.782 9.307
O -2.287 1.157 8.897
N -1.314 3.150 9.822
H -0.510 3.463 10.346
H -1.285 3.754 9.013
C -2.557 3.343 10.711
H 0.266 0.705 8.127
H 0.183 0.405 9.950
H 0.919 1.826 9.252
H -2.515 4.279 11.268
H -2.664 2.462 11.343
H -3.410 3.237 10.041
C 3.857 8.471 1.204
N 3.305 7.995 -0.138
C 3.681 8.994 -1.284
C 4.095 6.704 -0.509
C 1.759 7.863 -0.001
C 0.937 7.573 -1.299
O 0.974 6.299 -1.912
H 3.399 9.449 1.353
H 4.937 8.612 1.165
H 3.648 7.764 2.007
H 3.545 8.464 -2.226
H 4.720 9.118 -0.979
H 3.038 9.864 -1.150
H 3.863 5.865 0.147
H 5.160 6.920 -0.426
H 3.916 6.403 -1.541
H 1.551 8.849 0.414
H 1.421 7.123 0.725
H 1.103 8.434 -1.946
H -0.116 7.660 -1.032
H 0.786 5.741 -1.154
C 5.421 -0.953 4.151
N 6.510 -2.039 4.276
C 7.765 -1.749 3.422
C 6.926 -2.122 5.788
C 5.914 -3.402 3.828
C 5.049 -3.383 2.481
O 5.926 -3.090 1.314
H 5.335 -0.572 3.133
H 5.778 -0.028 4.604
H 4.476 -1.384 4.480
H 7.399 -1.536 2.417
H 8.507 -2.540 3.535
H 8.181 -0.817 3.803
H 6.227 -2.546 6.509
H 7.337 -1.139 6.017
H 7.786 -2.789 5.733
H 5.273 -3.725 4.648
H 6.694 -4.156 3.721
H 4.149 -2.767 2.485
H 4.524 -4.317 2.281
H 5.442 -2.923 0.503
C 1.624 0.520 -5.220
C 0.410 0.293 -6.094
C 0.021 -1.187 -6.231
C -0.049 -1.927 -4.945
P -0.904 -3.599 -4.942
C -2.711 -3.411 -5.002
C -3.130 -2.288 -3.993
C -4.592 -1.820 -4.043
C -4.811 -0.884 -5.312
C -0.652 -4.498 -3.371
C -0.895 -6.039 -3.422
C -0.360 -6.698 -2.131
C -1.081 -6.132 -0.811
C -0.377 -4.766 -6.293
C -1.437 -5.533 -7.078
C -1.080 -6.833 -7.794
C -0.250 -6.578 -9.060
H 2.362 -0.167 -5.636
H 1.524 0.313 -4.154
H 2.084 1.503 -5.314
H 0.601 0.675 -7.097
H -0.353 0.876 -5.578
H 0.726 -1.628 -6.936
H -0.965 -1.114 -6.690
H -0.158 -1.320 -4.046
H 0.940 -2.302 -4.683
H -3.261 -4.308 -4.717
H -3.017 -3.048 -5.983
H -2.471 -1.449 -4.217
H -2.999 -2.655 -2.975
H -4.858 -1.202 -3.185
H -5.396 -2.553 -4.113
H -4.097 -0.061 -5.327
H -5.851 -0.587 -5.452
H -4.593 -1.433 -6.228
H -1.257 -4.038 -2.589
H 0.391 -4.311 -3.117
H -0.437 -6.567 -4.258
H -1.903 -6.414 -3.596
H 0.666 -6.330 -2.130
H -0.387 -7.787 -2.151
H -0.722 -6.725 0.031
H -2.162 -5.996 -0.811
H -0.753 -5.102 -0.664
H 0.374 -5.464 -5.923
H 0.248 -4.223 -7.002
H -1.889 -4.851 -7.798
H -2.222 -5.966 -6.458
H -1.944 -7.418 -8.110
H -0.679 -7.549 -7.076
H -0.798 -6.018 -9.819
H 0.203 -7.514 -9.388
H 0.517 -5.871 -8.747
C -0.465 -6.169 7.970
F 0.234 -6.815 7.067
F -0.937 -4.985 7.502
F -1.612 -6.725 8.346
S 0.604 -5.904 9.469
O 1.011 -7.248 9.926
O 1.704 -5.056 8.910
O -0.217 -5.143 10.445
C -2.394 0.476 2.928
F -3.532 0.337 2.233
F -2.432 1.603 3.659
F -2.229 -0.663 3.681
S -0.836 0.828 1.811
O -0.401 -0.463 1.288
O -1.143 1.781 0.749
O 0.136 1.461 2.692

Results
**Gap between HOMO and LUMO**: 3.5 eV
**Spin multiplicity**: 1
**Net charge**: +3
**Strongest force on any atom**: 7.1 eV/Å
**LUMO level**: -6.374 eV
**E**: -110222.9995 eV

---

Entry 2:
C34H83F6N4O6P | ωB97M-V/def2-TZVPD

Atoms and positions in Å:
C 3.512 -22.399 2.689
C 2.360 -21.831 1.772
N 1.450 -20.694 2.299
C 2.363 -19.598 2.804
C 0.538 -20.109 1.200
C -0.604 -19.147 1.692
C 0.648 -21.209 3.603
C -0.386 -22.335 3.215
O -1.608 -21.903 2.641
C -2.071 -22.491 1.473
H 4.098 -21.505 2.903
H 4.229 -23.008 2.138
H 3.127 -22.761 3.642
H 1.744 -22.666 1.437
H 2.747 -21.446 0.829
H 1.867 -18.682 3.126
H 3.183 -19.398 2.114
H 2.693 -19.935 3.786
H 0.120 -21.058 0.864
H 1.111 -19.714 0.361
H -1.360 -19.453 2.415
H -1.179 -18.925 0.793
H -0.133 -18.202 1.962
H 0.161 -20.307 3.973
H 1.469 -21.543 4.239
H -0.786 -22.759 4.137
H 0.238 -23.149 2.847
H -2.869 -21.784 1.246
H -2.365 -23.528 1.638
H -1.269 -22.472 0.735
C -5.533 -19.519 -3.265
C -6.461 -18.869 -4.314
N -7.635 -17.974 -3.800
C -7.030 -16.675 -3.206
C -8.453 -17.511 -5.112
C -9.770 -16.726 -4.886
C -8.575 -18.724 -2.818
C -9.189 -20.020 -3.427
O -8.207 -21.020 -3.746
C -8.670 -21.995 -4.742
H -5.987 -20.186 -2.532
H -5.080 -18.762 -2.625
H -4.701 -19.999 -3.780
H -6.797 -19.678 -4.962
H -5.871 -18.156 -4.889
H -6.455 -16.134 -3.957
H -6.342 -16.885 -2.386
H -7.878 -16.246 -2.672
H -8.464 -18.385 -5.763
H -7.822 -16.766 -5.596
H -9.553 -15.929 -4.175
H -10.472 -17.501 -4.577
H -10.028 -16.255 -5.835
H -9.434 -18.061 -2.711
H -8.094 -18.855 -1.849
H -9.745 -19.748 -4.323
H -9.946 -20.409 -2.746
H -9.220 -22.699 -4.117
H -7.874 -22.581 -5.201
H -9.310 -21.521 -5.485
C -8.248 -15.231 1.290
C -8.702 -13.847 1.626
N -9.990 -13.715 2.451
C -9.572 -14.136 3.824
C -10.463 -12.286 2.444
C -9.418 -11.180 2.631
C -11.086 -14.531 1.792
C -12.547 -14.210 2.175
O -12.771 -14.410 3.503
C -12.716 -15.717 3.963
H -8.965 -15.655 0.587
H -8.206 -15.955 2.104
H -7.278 -15.272 0.793
H -8.908 -13.351 0.678
H -7.962 -13.285 2.195
H -8.511 -13.964 4.004
H -9.956 -15.148 3.949
H -10.201 -13.582 4.522
H -11.133 -12.137 3.291
H -11.055 -12.099 1.549
H -8.911 -11.243 3.594
H -9.912 -10.218 2.494
H -8.655 -11.243 1.855
H -10.762 -15.556 1.976
H -10.916 -14.285 0.744
H -13.128 -14.862 1.523
H -12.786 -13.190 1.872
H -11.788 -16.286 3.903
H -13.468 -16.359 3.504
H -12.929 -15.656 5.031
C -11.190 -23.035 0.668
C -11.869 -22.216 1.726
N -10.890 -21.608 2.832
C -9.774 -20.736 2.223
C -11.867 -20.681 3.700
C -12.976 -21.352 4.428
C -10.135 -22.733 3.622
C -9.811 -22.456 5.075
O -9.222 -21.173 5.245
C -9.089 -20.832 6.627
H -11.739 -23.881 0.255
H -10.186 -23.396 0.891
H -11.027 -22.441 -0.232
H -12.519 -22.887 2.288
H -12.550 -21.402 1.479
H -9.062 -21.341 1.662
H -9.163 -20.194 2.945
H -10.246 -19.945 1.639
H -12.350 -19.962 3.039
H -11.199 -20.120 4.354
H -12.527 -21.999 5.182
H -13.603 -21.883 3.711
H -13.676 -20.658 4.894
H -9.259 -23.111 3.096
H -10.890 -23.515 3.697
H -9.125 -23.230 5.419
H -10.682 -22.567 5.721
H -8.366 -21.515 7.073
H -10.087 -20.902 7.060
H -8.587 -19.869 6.714
P -6.217 -19.011 1.052
F -6.537 -19.830 2.417
F -4.876 -19.910 0.910
F -7.083 -20.126 0.259
F -5.922 -18.075 -0.280
F -7.607 -18.211 1.425
F -5.370 -17.890 2.045
C -2.980 -17.525 4.365
C -1.760 -17.966 5.281
O -2.013 -18.525 6.300
O -0.602 -17.822 4.866
H -3.265 -16.524 4.690
H -3.789 -18.239 4.525
H -2.634 -17.546 3.332

Results
**Gap between HOMO and LUMO (spin up / spin down)**: 9.5 / 7.0 eV
**Spin multiplicity**: 2
**Net charge**: +3
**Strongest force on any atom**: 7.5 eV/Å
**Relative energy (zero: lowest compared OMol25 entry of this formula, charge and spin)**: 0.000 eV
**LUMO level (spin up / spin down)**: -5.658 / -8.041 eV
**E**: -80418.7733 eV

---

Entry 3:
C34H84N6O7 | ωB97M-V/def2-TZVPD

Atoms and positions in Å:
C -2.744 2.842 -0.624
C -3.602 2.259 0.480
C -5.092 2.633 0.265
O -5.848 2.031 1.295
C -7.206 2.290 1.227
N -3.495 0.808 0.519
H -2.804 3.936 -0.641
H -2.999 2.442 -1.598
H -1.697 2.642 -0.399
H -3.347 2.659 1.465
H -5.498 2.280 -0.702
H -5.159 3.722 0.225
H -7.668 1.716 0.397
H -7.386 3.364 1.043
H -7.656 2.097 2.200
H -3.527 0.475 -0.440
H -4.233 0.354 1.033
C -2.318 -0.861 -2.706
C -3.733 -1.002 -3.202
C -4.320 -2.218 -2.548
O -5.646 -2.410 -3.052
C -6.320 -3.426 -2.366
N -4.487 0.194 -2.913
H -1.915 0.034 -3.190
H -1.677 -1.626 -3.111
H -2.161 -0.779 -1.614
H -3.657 -1.212 -4.284
H -4.382 -2.080 -1.475
H -3.672 -3.079 -2.817
H -5.795 -4.394 -2.475
H -7.350 -3.553 -2.705
H -6.399 -3.191 -1.283
H -4.051 0.998 -3.333
H -5.434 0.095 -3.259
C -3.516 -2.878 2.070
C -2.914 -4.207 1.682
C -1.752 -3.961 0.738
O -1.320 -5.177 0.177
C 0.005 -5.116 -0.480
N -2.654 -5.102 2.790
H -2.905 -2.332 2.782
H -4.434 -3.134 2.641
H -3.757 -2.253 1.225
H -3.628 -4.706 0.987
H -0.873 -3.482 1.175
H -2.073 -3.382 -0.136
H 0.797 -4.735 0.169
H 0.026 -4.457 -1.353
H 0.305 -6.116 -0.776
H -2.260 -5.998 2.479
H -1.940 -4.684 3.379
C 1.244 -1.239 -1.739
C 2.008 -1.667 -3.010
C 2.144 -0.516 -3.971
O 2.734 -1.028 -5.178
C 3.038 -0.088 -6.119
N 3.246 -2.269 -2.686
H 1.062 -2.151 -1.162
H 0.263 -0.786 -1.879
H 1.798 -0.596 -1.038
H 1.362 -2.412 -3.500
H 2.810 0.255 -3.527
H 1.119 -0.135 -4.076
H 2.243 0.663 -6.214
H 3.240 -0.510 -7.101
H 3.965 0.463 -5.888
H 3.867 -2.178 -3.489
H 3.048 -3.259 -2.531
O -1.049 -0.269 0.927
H -1.654 0.377 0.538
H -1.704 -0.689 1.514
C 2.072 6.016 -2.877
C 2.842 5.121 -1.845
C 3.516 5.942 -0.774
C 3.978 5.177 0.405
C 2.864 4.370 0.972
C 2.236 3.423 -0.029
N 1.857 4.276 -1.170
O 1.053 3.571 -2.171
C 3.131 2.212 -0.407
C 0.917 2.856 0.618
C 3.906 4.310 -2.618
H 1.658 5.390 -3.708
H 2.761 6.711 -3.366
H 1.296 6.674 -2.472
H 4.391 6.451 -1.188
H 2.839 6.756 -0.490
H 4.404 5.837 1.166
H 4.785 4.516 0.109
H 2.099 5.102 1.191
H 3.135 3.814 1.854
H 2.826 1.703 -1.328
H 4.171 2.490 -0.495
H 3.018 1.419 0.347
H 0.512 2.032 0.033
H 1.158 2.489 1.606
H 0.115 3.559 0.819
H 4.532 5.014 -3.175
H 3.499 3.600 -3.343
H 4.562 3.714 -2.002
H 1.573 2.803 -2.436
C 2.629 -2.087 1.523
C 2.597 -2.696 2.918
C 3.921 -2.537 3.651
C 4.217 -1.081 4.093
C 3.101 -0.573 4.991
C 1.704 -0.723 4.382
N 1.561 -2.113 3.804
O 0.271 -2.329 3.265
C 0.682 -0.577 5.496
C 1.512 0.396 3.364
C 2.379 -4.213 2.837
H 1.612 -1.857 1.185
H 3.069 -2.785 0.799
H 3.211 -1.157 1.433
H 3.954 -3.167 4.571
H 4.681 -2.956 2.973
H 4.313 -0.488 3.165
H 5.172 -1.009 4.612
H 3.178 0.453 5.341
H 3.090 -1.171 5.905
H 0.800 -1.297 6.290
H 0.704 0.374 5.999
H -0.300 -0.699 5.081
H 1.102 0.145 2.367
H 0.870 1.205 3.772
H 2.479 0.872 3.183
H 2.275 -4.625 3.853
H 3.232 -4.700 2.345
H 1.455 -4.441 2.276
H 0.209 -1.797 2.461

Results
**Gap between HOMO and LUMO**: 8.9 eV
**Spin multiplicity**: 1
**Strongest force on any atom**: 2.6 eV/Å
**Relative energy (zero: lowest compared OMol25 entry of this formula, charge and spin)**: 0.000 eV
**Structure (SMILES)**: CC1(C)CCCC(C)(C)N1O.CC1(C)CCCC(C)(C)N1O.COC[C@H](C)N.COC[C@H](C)N.COC[C@H](C)N.COC[C@H](C)N.O
**LUMO level**: 0.537 eV
**E**: -59889.1738 eV

---

Question: Look up the E of the first one.
Answer: -110222.9995 eV